# 1
The following is a quantum chemistry calculation of a structure of composition C31H38F6Ge2NO2PdSSi, from OMol25.

XYZ file:
```
83
C31H38F6Ge2NO2PdSSi, DFT ωB97M-V/def2-TZVPD
Pd -0.370 0.393 -0.271
O -0.048 -0.061 2.149
C 1.221 0.224 2.715
C 2.268 0.245 1.631
C 3.608 0.337 1.976
C 4.560 0.386 0.975
C 4.154 0.355 -0.355
C 2.808 0.264 -0.626
N 1.889 0.195 0.352
H -0.732 0.019 2.820
H 1.491 -0.535 3.450
H 1.220 1.197 3.208
H 3.892 0.364 3.023
H 5.613 0.453 1.226
H 4.870 0.401 -1.167
H 2.421 0.249 -1.640
S 0.591 3.400 -1.382
C 0.321 2.282 -0.404
C 0.551 -1.641 -5.802
Si -0.023 0.061 -5.336
C -1.713 0.429 -6.001
C 1.207 1.358 -5.842
C -0.121 0.104 -3.496
C -0.193 0.193 -2.277
H 0.609 -1.754 -6.892
H -0.137 -2.400 -5.416
H 1.543 -1.842 -5.385
H -1.725 0.378 -7.096
H -2.035 1.434 -5.705
H -2.448 -0.287 -5.618
H 1.288 1.419 -6.934
H 2.202 1.133 -5.442
H 0.903 2.343 -5.472
C -1.448 -5.548 0.226
Ge -2.221 -3.746 0.198
C -3.288 -3.550 -1.415
C -3.079 -3.572 1.933
Ge 0.037 -2.185 -0.117
C 1.030 -2.986 1.393
C 2.423 -2.947 1.323
C 3.188 -3.486 2.354
C 2.569 -4.057 3.460
C 1.181 -4.076 3.544
C 0.415 -3.530 2.520
C 0.689 -3.102 -1.742
C 1.980 -2.770 -2.154
C 2.555 -3.418 -3.240
C 1.836 -4.378 -3.941
C 0.536 -4.682 -3.557
C -0.038 -4.040 -2.466
H -2.316 -6.210 0.332
H -0.783 -5.693 1.078
H -0.914 -5.801 -0.691
H -4.343 -3.524 -1.133
H -3.109 -4.414 -2.057
H -3.035 -2.632 -1.945
H -4.144 -3.778 1.801
H -2.950 -2.581 2.362
H -2.659 -4.324 2.604
H 2.927 -2.519 0.463
H 4.270 -3.459 2.286
H 3.168 -4.490 4.253
H 0.694 -4.516 4.408
H -0.665 -3.531 2.608
H 2.555 -2.020 -1.630
H 3.567 -3.165 -3.541
H 2.283 -4.878 -4.791
H -0.036 -5.420 -4.108
H -1.055 -4.282 -2.191
C -4.860 -0.540 0.209
C -3.533 0.209 0.090
O -2.388 -0.612 0.039
C -3.455 1.159 1.324
F -2.298 1.846 1.404
F -4.440 2.061 1.356
F -3.521 0.422 2.462
C -3.629 1.068 -1.208
F -3.504 0.274 -2.277
F -4.792 1.726 -1.318
F -2.646 2.000 -1.273
H -4.879 -1.128 1.118
H -4.987 -1.187 -0.653
H -5.684 0.167 0.237
```

Energy above the lowest of the compared OMol25 structures with the same formula, charge and spin (kcal/mol): 35.6
Total charge: +1
2S+1: 5
LUMO level (spin up / spin down) (hartree): -0.111 / -0.216
HOMO (spin up / spin down) (eV): -9.664 / -11.307
HOMO-LUMO gap (spin up / spin down) (eV): 6.635 / 5.425
DFT total energy (hartree): -6977.468789

---

# 2
The following is a quantum chemistry calculation of a structure of composition C31H38NO2Sn, from OMol25.

XYZ file:
```
73
C31H38NO2Sn, DFT ωB97M-V/def2-TZVPD
O -0.647 -1.237 -4.201
C -0.534 0.014 -5.047
C -0.328 -0.692 -6.370
H 0.312 0.653 -4.778
H -1.440 0.614 -4.962
C -0.360 -1.913 -5.475
H 0.603 -0.467 -6.885
H -1.151 -0.658 -7.074
C 0.995 -2.567 -5.547
H 1.817 -1.866 -5.353
H 1.170 -2.890 -6.579
H 1.034 -3.458 -4.917
C -1.504 -2.794 -5.882
H -2.434 -2.230 -5.787
H -1.511 -3.668 -5.224
H -1.387 -3.092 -6.931
Sn -1.146 -1.958 -1.384
C -2.688 -1.625 2.007
C -2.126 -0.332 1.998
C -2.471 0.313 0.779
H -1.540 0.101 2.799
C -3.266 -0.610 0.016
C -3.392 -1.813 0.795
H -3.978 -2.686 0.540
H -2.675 -2.306 2.845
H -2.153 1.325 0.486
H -3.757 -0.399 -0.943
C 0.346 -2.690 2.123
C 0.095 -3.690 1.138
C 0.800 -3.359 -0.038
H -0.521 -4.566 1.261
C 1.411 -2.058 0.178
C 1.144 -1.679 1.527
H 1.515 -0.769 1.999
H 0.030 -2.740 3.166
H 0.982 -3.988 -0.892
H 1.947 -1.503 -0.597
O 1.846 2.213 -3.136
C 1.158 1.139 -2.382
C -0.297 1.562 -2.134
H 1.690 0.934 -1.434
H 1.142 0.185 -2.950
C -0.350 3.082 -2.456
H -0.653 1.378 -1.110
H -0.932 0.907 -2.757
C 1.089 3.460 -2.952
H -0.653 3.602 -1.515
H -1.100 3.355 -3.240
H 1.600 4.140 -2.212
H 1.066 3.930 -3.970
C 1.054 4.694 2.471
C 0.920 3.654 1.534
C 0.666 2.361 1.959
C 0.548 2.063 3.343
C 0.659 3.128 4.276
C 0.908 4.422 3.839
N 0.265 0.776 3.693
C 0.620 0.190 4.871
C 1.862 0.462 5.527
C 2.233 -0.224 6.686
C 1.396 -1.224 7.201
C 0.160 -1.498 6.595
C -0.210 -0.838 5.425
H 1.277 5.712 2.132
H 1.019 3.856 0.467
H 0.570 1.534 1.255
H 0.551 2.907 5.335
H 0.990 5.233 4.567
H 2.487 1.253 5.104
H 3.195 0.005 7.151
H 1.686 -1.745 8.114
H -0.497 -2.278 6.993
H -1.157 -1.051 4.921
```

Total charge: -1
LUMO level (hartree): 0.036
HOMO (eV): -2.638
HOMO-LUMO gap (eV): 3.623
DFT total energy (hartree): -1623.389582

---

# 3
The following is a quantum chemistry calculation of a structure of composition C31H38NPPbSi, from OMol25.

XYZ file:
```
73
C31H38NPPbSi, DFT ωB97M-V/def2-TZVPD
C -4.258 2.713 -0.417
C -3.642 2.241 -1.581
C -2.337 1.710 -1.510
C -1.756 1.605 -0.238
C -2.320 2.157 0.921
C -3.617 2.686 0.835
C -1.606 1.269 -2.758
C -0.085 1.598 -2.892
N 0.180 2.899 -3.476
Pb 0.209 0.675 -0.105
C -1.496 2.253 2.206
P 0.280 2.621 1.770
H -4.131 2.279 -2.570
H -4.064 3.087 1.752
H -5.269 3.142 -0.477
H -1.491 1.297 2.767
H -1.830 3.059 2.886
H -1.712 0.175 -2.881
H -2.104 1.720 -3.634
H 0.548 1.666 -1.947
C 1.308 2.582 3.277
C 0.201 4.352 1.165
H 0.413 0.808 -3.497
C -0.192 4.037 -2.635
C 1.556 2.992 -3.947
H 2.295 -0.026 0.812
H 0.018 4.929 -3.241
H -1.259 3.998 -2.372
H 0.392 4.152 -1.691
H 1.650 3.939 -4.489
H 2.333 2.963 -3.151
H 1.736 2.148 -4.627
H -0.091 5.042 1.976
H 1.202 4.615 0.782
H -0.516 4.457 0.332
H 0.944 3.312 4.019
H 1.335 1.567 3.710
H 2.335 2.839 2.961
H 2.486 0.389 0.193
C -3.033 -5.280 0.567
C -3.182 -4.118 1.345
C -2.298 -3.048 1.162
C -1.258 -3.173 0.222
C -1.124 -4.321 -0.576
C -2.011 -5.383 -0.386
Si 0.187 -2.047 0.287
C 0.825 -2.074 2.014
C 0.573 -1.089 2.995
C 1.179 -1.241 4.240
C 1.955 -2.372 4.512
C 2.137 -3.393 3.552
C 1.545 -3.241 2.301
C 1.569 -2.216 -0.937
C 2.876 -2.186 -0.418
C 3.977 -2.255 -1.268
C 3.778 -2.329 -2.654
C 2.480 -2.294 -3.184
C 1.375 -2.206 -2.337
H -3.730 -6.107 0.700
H -3.974 -4.044 2.091
H -2.362 -2.148 1.781
H -0.295 -4.378 -1.284
H -1.891 -6.284 -0.993
H -0.074 -0.235 2.756
H 1.031 -0.460 5.004
H 2.425 -2.490 5.483
H 2.721 -4.283 3.751
H 1.652 -4.018 1.533
H 3.007 -2.046 0.660
H 4.977 -2.269 -0.834
H 4.638 -2.421 -3.313
H 2.321 -2.360 -4.264
H 0.357 -2.137 -2.732
```

Energy above the lowest of the compared OMol25 structures with the same formula, charge and spin (kcal/mol): 1.8
Total charge: +2
LUMO level (hartree): -0.291
HOMO (eV): -14.167
HOMO-LUMO gap (eV): 6.261
DFT total energy (hartree): -2081.856175

---

# 4
The following is a quantum chemistry calculation of a cluster of 8 separate species, C31H39BBrCl15FINO7PS in total, from OMol25.

XYZ file:
```
99
C31H39BBrCl15FINO7PS, DFT ωB97M-V/def2-TZVPD
C 1.374 1.979 2.351
C 2.240 2.032 1.133
O 2.138 2.916 0.335
O 3.156 1.043 1.011
C 2.916 0.193 -0.143
C 1.869 -0.819 0.235
C 2.179 -1.710 1.255
F 3.377 -1.624 1.826
C 1.287 -2.678 1.702
Cl 1.871 -3.697 2.974
C 0.003 -2.808 1.159
P -1.328 -4.023 1.616
N -0.775 -4.910 2.953
O -1.231 -5.100 0.366
C -0.327 -1.878 0.151
C 0.592 -0.926 -0.305
C 0.155 -0.003 -1.404
O 0.876 0.287 -2.316
C -1.251 0.498 -1.260
C -1.620 1.801 -1.580
I -0.235 3.186 -2.346
C -2.952 2.201 -1.367
S -3.609 3.794 -1.694
C -3.835 1.247 -0.848
Br -5.643 1.781 -0.513
C -3.497 -0.067 -0.565
B -4.596 -1.069 0.021
O -5.063 -2.090 -0.738
O -5.047 -0.938 1.315
C -2.171 -0.435 -0.779
C -1.676 -1.815 -0.496
O -2.320 -2.776 -0.797
H 1.050 2.988 2.587
H 1.909 1.602 3.218
H 0.477 1.392 2.164
H 3.861 -0.298 -0.363
H 2.635 0.828 -0.973
H -1.534 -5.433 3.369
H -0.059 -5.577 2.680
H -0.318 -5.262 0.094
H -2.518 4.452 -2.106
H -5.573 -2.665 -0.150
H -5.290 -0.032 1.531
Cl 5.533 -1.776 -0.765
C 7.307 -1.762 -1.001
C 7.975 -0.808 -0.050
Cl 7.589 0.897 -0.418
H 7.504 -1.505 -2.039
H 7.664 -2.771 -0.822
H 9.056 -0.913 -0.125
H 7.679 -1.000 0.979
Cl -10.476 4.409 -2.752
C -9.018 3.446 -3.114
C -9.153 2.018 -2.655
Cl -9.175 1.884 -0.878
H -8.169 3.936 -2.645
H -8.880 3.472 -4.194
H -8.300 1.441 -3.007
H -10.062 1.560 -3.035
Cl 1.304 4.887 5.448
C 2.822 5.571 4.810
C 3.536 4.606 3.901
Cl 4.184 3.198 4.786
H 3.444 5.855 5.655
H 2.558 6.468 4.254
H 4.384 5.100 3.430
H 2.878 4.238 3.120
Cl 7.681 -1.668 3.252
C 8.642 -1.103 4.643
C 9.724 -0.143 4.222
Cl 10.996 -0.945 3.264
H 9.053 -1.977 5.142
H 7.955 -0.605 5.324
H 10.205 0.276 5.104
H 9.321 0.672 3.626
Cl -4.356 -4.090 -5.218
C -4.235 -4.459 -3.476
C -3.771 -5.869 -3.222
Cl -4.990 -7.081 -3.701
H -5.206 -4.272 -3.026
H -3.518 -3.759 -3.049
H -3.589 -6.003 -2.157
H -2.853 -6.087 -3.761
Cl 6.515 -5.085 -1.274
C 7.404 -6.008 -2.514
C 8.597 -6.722 -1.935
Cl 9.866 -5.583 -1.415
H 7.699 -5.315 -3.298
H 6.708 -6.731 -2.935
H 9.039 -7.370 -2.690
H 8.319 -7.329 -1.077
Cl -12.714 9.717 -0.897
C -11.740 8.870 -2.126
C -10.502 8.243 -1.541
Cl -9.317 9.463 -1.006
H -11.492 9.584 -2.907
H -12.373 8.094 -2.554
H -10.010 7.631 -2.296
H -10.740 7.612 -0.689
```

LUMO level (hartree): -0.038
SMILES string: CC(=O)OCc1c(F)c(Cl)c(P(N)O)c2c1C(=O)c1c(I)c(S)c(Br)c(B(O)O)c1C2=O.ClCCCl.ClCCCl.ClCCCl.ClCCCl.ClCCCl.ClCCCl.ClCCCl
HOMO (eV): -8.979
HOMO-LUMO gap (eV): 7.952
DFT total energy (hartree): -12425.118324

---

# 5
The following is a quantum chemistry calculation of a structure of composition C31H39BCoN7O2S, from OMol25.

XYZ file:
```
82
C31H39BCoN7O2S, DFT ωB97M-V/def2-TZVPD
Co 0.964 0.752 -0.070
S -4.691 0.490 -3.464
C -3.132 0.462 -2.685
C -3.001 1.150 -1.470
C -1.785 1.162 -0.833
N -0.694 0.545 -1.319
C -0.823 -0.112 -2.476
C -2.002 -0.182 -3.186
C -4.412 -0.561 -4.867
C -4.537 -1.938 -4.750
C -4.388 -2.704 -5.898
N -4.142 -2.190 -7.103
C -4.033 -0.867 -7.195
C -4.160 -0.006 -6.111
H -3.844 1.668 -1.033
H -1.664 1.683 0.110
H 0.067 -0.603 -2.854
H -2.032 -0.726 -4.119
H -4.752 -2.401 -3.796
H -4.483 -3.783 -5.849
H -3.841 -0.470 -8.185
H -4.070 1.064 -6.237
C 0.301 -5.970 5.685
C -0.631 -4.742 5.694
C -2.102 -5.210 5.710
C -0.357 -3.915 6.948
C -0.413 -3.953 4.427
C -0.572 -4.653 3.152
C -0.404 -4.060 1.936
C -0.069 -2.702 1.970
O 0.157 -1.878 0.980
B 0.488 -0.519 1.551
O 0.398 -0.734 2.958
C 0.080 -1.997 3.216
C -0.085 -2.600 4.437
H 0.202 -6.488 6.640
H 1.346 -5.678 5.568
H 0.050 -6.683 4.900
H -2.283 -5.756 6.636
H -2.336 -5.877 4.879
H -2.788 -4.362 5.676
H -0.514 -4.541 7.825
H -1.032 -3.062 7.032
H 0.674 -3.556 6.982
H -0.841 -5.699 3.185
H -0.520 -4.596 1.006
H 0.040 -2.042 5.352
C 1.882 5.244 -3.099
C 1.480 3.828 -3.449
N 1.203 3.082 -2.221
C 1.023 3.605 -0.980
N 0.971 2.778 0.047
C 0.757 3.351 1.386
C 1.347 4.741 1.493
C 0.716 5.591 0.414
N 0.914 4.947 -0.885
C 0.893 5.781 -2.086
H 1.890 5.865 -3.993
H 2.886 5.260 -2.667
H 2.275 3.319 -3.993
H 0.594 3.835 -4.089
H 1.264 2.081 -2.267
H 1.206 2.676 2.115
H -0.316 3.395 1.612
H 2.428 4.695 1.337
H 1.165 5.174 2.475
H 1.159 6.585 0.369
H -0.354 5.716 0.610
H 1.142 6.797 -1.787
H -0.115 5.799 -2.515
C 4.227 2.291 -0.768
C 4.016 0.820 -0.708
N 2.864 0.164 -0.660
C 3.182 -1.191 -0.663
C 4.523 -1.341 -0.718
N 5.031 -0.062 -0.743
H 3.515 2.798 -0.121
H 4.087 2.655 -1.787
H 5.238 2.546 -0.453
H 2.419 -1.951 -0.639
H 5.148 -2.216 -0.741
H 6.006 0.185 -0.783
```

Energy above the lowest of the compared OMol25 structures with the same formula, charge and spin (kcal/mol): 0.0
Total charge: +2
2S+1: 5
LUMO level (spin up / spin down) (hartree): -0.158 / -0.297
HOMO (spin up / spin down) (eV): -13.336 / -13.369
HOMO-LUMO gap (spin up / spin down) (eV): 9.039 / 5.293
DFT total energy (hartree): -3543.882956

---

Short version: max |F| = 1.28 2.92 2.19 1.31 0.92 eV/A, in the order given.